[1]
{"formula": "C15H23F3NO2PRu", "method": "ωB97M-V/def2-TZVPD", "elements": ["C", "C", "C", "C", "C", "C", "C", "C", "N", "Ru", "C", "P", "H", "H", "H", "H", "H", "H", "H", "H", "C", "C", "H", "C", "C", "H", "H", "H", "H", "H", "H", "H", "H", "H", "H", "H", "H", "H", "H", "F", "C", "F", "F", "C", "O", "O"], "xyz": [[-3.502, -0.661, -0.691], [-2.791, -1.470, 0.198], [-1.447, -1.208, 0.478], [-0.863, -0.044, -0.041], [-1.561, 0.795, -0.918], [-2.887, 0.474, -1.250], [-0.645, -2.128, 1.333], [0.836, -2.030, 1.027], [1.145, -2.271, -0.424], [0.988, 0.486, 0.502], [-0.864, 2.000, -1.485], [0.934, 1.961, -1.095], [-3.252, -2.342, 0.672], [-3.423, 1.142, -1.930], [-4.542, -0.902, -0.951], [-1.259, 2.924, -1.039], [-0.993, 2.084, -2.573], [-0.753, -1.825, 2.384], [-0.995, -3.164, 1.250], [1.352, -1.085, 1.346], [1.364, 3.722, -1.096], [1.687, 1.301, -2.604], [1.404, -2.782, 1.595], [0.317, -3.381, -1.114], [2.634, -2.489, -0.561], [1.431, 2.256, 0.580], [1.007, -3.992, -1.711], [-0.208, -3.993, -0.372], [-0.408, -2.897, -1.781], [2.811, -3.498, -0.946], [3.052, -1.726, -1.228], [3.078, -2.397, 0.438], [1.562, 2.010, -3.429], [2.756, 1.133, -2.433], [1.217, 0.352, -2.887], [0.993, 4.235, -1.987], [0.938, 4.204, -0.210], [2.454, 3.796, -1.049], [0.869, -1.501, -1.057], [0.139, 3.181, 4.202], [-0.874, 2.324, 3.899], [-1.548, 2.049, 5.041], [-1.732, 2.972, 3.049], [-0.298, 1.059, 3.150], [-0.605, -0.062, 3.542], [0.482, 1.388, 2.177]], "s2": 6.03, "total_charge": 2, "orbital_gap_ev": [7.8, 4.6], "multiplicity": 5}



[2]
{"formula": "C15H23F6N3OPPdSi2", "method": "ωB97M-V/def2-TZVPD", "elements": ["Pd", "C", "Si", "C", "C", "C", "C", "C", "C", "C", "Si", "C", "C", "H", "H", "H", "H", "H", "H", "H", "H", "H", "H", "H", "H", "H", "H", "H", "H", "F", "P", "F", "F", "F", "F", "F", "C", "N", "C", "C", "C", "N", "C", "O", "N", "H", "H", "H", "H", "H", "H", "H"], "xyz": [[0.127, -0.106, 0.075], [2.910, -0.488, 2.077], [2.329, 0.169, 0.406], [3.303, -0.801, -0.897], [2.953, 1.968, 0.340], [4.283, 2.383, 0.452], [4.613, 3.731, 0.436], [3.608, 4.686, 0.309], [2.285, 4.282, 0.195], [1.940, 2.927, 0.207], [0.186, 2.195, 0.015], [-0.442, 2.908, -1.625], [-0.875, 3.025, 1.353], [4.003, -0.448, 2.147], [2.564, -1.512, 2.222], [2.490, 0.113, 2.888], [4.381, -0.753, -0.704], [3.109, -0.413, -1.898], [2.989, -1.848, -0.878], [5.076, 1.646, 0.556], [5.650, 4.042, 0.524], [3.861, 5.741, 0.297], [1.508, 5.036, 0.091], [-0.445, 4.004, -1.601], [-1.456, 2.562, -1.829], [0.200, 2.587, -2.450], [-0.850, 4.118, 1.268], [-0.524, 2.748, 2.350], [-1.911, 2.696, 1.249], [-2.287, -0.243, -0.983], [-3.808, 0.240, -1.349], [-5.313, 0.718, -1.728], [-3.500, 1.695, -0.705], [-4.324, -0.289, 0.085], [-4.099, -1.215, -1.999], [-3.274, 0.770, -2.786], [0.115, -5.205, 2.238], [0.143, -4.433, 1.027], [-0.154, -5.091, -0.178], [-0.191, -4.314, -1.336], [-0.077, -2.951, -1.231], [0.086, -2.307, -0.022], [0.173, -3.035, 1.120], [0.299, -2.519, 2.234], [-0.111, -2.125, -2.368], [0.724, -6.106, 2.111], [-0.906, -5.519, 2.498], [0.509, -4.601, 3.049], [-0.117, -6.170, -0.160], [-0.324, -4.776, -2.305], [-0.907, -2.333, -2.956], [-0.160, -1.146, -2.103]], "s2": 0.76, "total_charge": -2, "orbital_gap_ev": [4.2, 7.1], "multiplicity": 2}



[3]
{"formula": "C15H23F7HfO7SSb", "method": "ωB97M-V/def2-TZVPD", "elements": ["Hf", "C", "C", "O", "C", "C", "O", "C", "C", "O", "C", "C", "O", "H", "H", "H", "H", "H", "H", "H", "H", "H", "H", "H", "H", "H", "H", "H", "H", "F", "C", "C", "C", "C", "C", "C", "C", "S", "O", "O", "O", "H", "H", "H", "H", "H", "H", "H", "F", "Sb", "F", "F", "F", "F", "F"], "xyz": [[-0.061, -0.655, -0.277], [-0.393, 0.956, 2.700], [-1.032, -0.384, 2.960], [-0.208, -1.329, 2.283], [-0.584, -2.697, 2.424], [-0.227, -3.379, 1.098], [0.812, -2.617, 0.432], [2.097, -2.686, 1.098], [2.882, -1.448, 0.722], [1.926, -0.368, 0.747], [2.376, 0.913, 1.236], [1.181, 1.864, 1.143], [-0.038, 1.102, 1.292], [0.530, 1.030, 3.276], [-1.057, 1.776, 2.972], [-2.051, -0.442, 2.583], [-1.031, -0.567, 4.038], [-1.656, -2.793, 2.603], [-0.050, -3.127, 3.273], [-1.064, -3.366, 0.404], [0.108, -4.407, 1.230], [2.608, -3.595, 0.783], [1.927, -2.709, 2.174], [3.325, -1.506, -0.269], [3.664, -1.264, 1.458], [3.204, 1.277, 0.627], [2.716, 0.768, 2.263], [1.125, 2.356, 0.179], [1.235, 2.635, 1.911], [-1.846, -0.773, 0.430], [-5.465, -3.457, -4.509], [-4.403, -2.530, -4.097], [-4.484, -1.801, -2.875], [-3.501, -0.928, -2.531], [-2.399, -0.757, -3.414], [-2.270, -1.477, -4.617], [-3.258, -2.350, -4.951], [-1.263, 0.565, -3.081], [0.036, -0.002, -3.596], [-1.743, 1.673, -3.816], [-1.194, 0.732, -1.623], [-6.267, -3.543, -3.783], [-5.036, -4.445, -4.716], [-5.876, -3.127, -5.473], [-5.340, -1.949, -2.231], [-3.532, -0.372, -1.603], [-1.411, -1.324, -5.256], [-3.206, -2.914, -5.874], [-0.833, -1.899, -1.569], [1.996, 0.100, -3.065], [1.565, -1.394, -1.900], [1.255, 0.913, -1.423], [3.689, 0.123, -2.317], [2.082, 1.768, -3.840], [2.298, -1.008, -4.501]], "s2": 0.77, "total_charge": 2, "orbital_gap_ev": [10.2, 6.5], "multiplicity": 2}



[4]
{"formula": "C15H23N2O13S2", "method": "ωB97M-V/def2-TZVPD", "elements": ["C", "C", "C", "S", "O", "O", "N", "S", "N", "O", "O", "H", "H", "H", "H", "H", "C", "C", "C", "O", "C", "O", "O", "H", "H", "H", "H", "H", "H", "C", "C", "C", "O", "C", "O", "O", "H", "H", "H", "H", "H", "H", "C", "C", "C", "O", "C", "O", "O", "H", "H", "H", "H", "H", "H"], "xyz": [[-6.455, 0.266, 2.122], [-5.261, 0.829, 2.257], [-3.703, 1.294, 2.388], [-2.738, -0.116, 3.128], [-3.718, -0.855, 4.058], [-1.598, 0.435, 3.992], [-2.176, -1.294, 2.003], [-2.157, -0.710, 0.388], [-3.768, -0.481, -0.284], [-1.260, 0.505, 0.165], [-1.550, -1.840, -0.463], [-7.419, -0.156, 1.663], [-3.281, 1.717, 1.407], [-3.710, 2.161, 3.169], [-4.458, -1.042, 0.260], [-4.012, 0.529, -0.264], [2.287, -0.180, 1.284], [2.353, 0.346, 2.702], [1.284, 1.343, 3.031], [1.891, 2.101, 4.073], [3.235, 2.036, 3.865], [4.051, 2.710, 4.443], [3.540, 1.108, 2.911], [3.212, -0.707, 1.028], [1.444, -0.864, 1.160], [2.181, 0.636, 0.563], [2.362, -0.489, 3.413], [0.363, 0.870, 3.380], [1.048, 2.020, 2.205], [-0.421, -5.569, -3.940], [-1.859, -5.116, -3.810], [-2.011, -3.702, -3.330], [-3.294, -3.730, -2.719], [-3.493, -5.009, -2.294], [-4.389, -5.358, -1.573], [-2.535, -5.846, -2.794], [-0.372, -6.656, -4.057], [0.062, -5.099, -4.800], [0.155, -5.325, -3.043], [-2.393, -5.283, -4.753], [-1.986, -2.976, -4.146], [-1.275, -3.415, -2.573], [5.395, 3.205, -1.812], [3.956, 3.655, -1.681], [3.800, 5.069, -1.200], [2.518, 5.037, -0.589], [2.324, 3.755, -0.164], [1.431, 3.404, 0.558], [3.283, 2.923, -0.664], [5.447, 2.119, -1.929], [5.876, 3.677, -2.673], [5.971, 3.451, -0.915], [3.422, 3.487, -2.624], [3.823, 5.795, -2.016], [4.536, 5.356, -0.443]], "total_charge": -1, "orbital_gap_ev": 8.2}



[5]
{"formula": "C15H23N3O3", "method": "ωB97M-V/def2-TZVPD", "elements": ["C", "C", "C", "C", "N", "C", "O", "N", "N", "C", "O", "C", "O", "C", "C", "C", "C", "C", "C", "C", "C", "H", "H", "H", "H", "H", "H", "H", "H", "H", "H", "H", "H", "H", "H", "H", "H", "H", "H", "H", "H", "H", "H", "H"], "xyz": [[-4.240, -1.218, 1.017], [-4.711, 0.167, 0.589], [-4.341, 0.535, -0.849], [-2.854, 0.815, -1.076], [-2.042, -0.380, -1.098], [-1.032, -0.583, -0.223], [-0.634, 0.236, 0.582], [-0.510, -1.872, -0.254], [0.728, -2.031, 0.384], [1.707, -2.742, -0.208], [1.512, -3.440, -1.185], [3.049, -2.624, 0.512], [3.248, -1.334, 1.036], [3.089, -0.271, 0.158], [3.376, -0.368, -1.197], [3.176, 0.727, -2.017], [2.680, 1.905, -1.496], [2.383, 2.011, -0.143], [1.796, 3.274, 0.405], [2.596, 0.921, 0.699], [2.249, 1.001, 2.155], [-4.657, -1.466, 1.991], [-4.570, -1.973, 0.306], [-3.158, -1.260, 1.095], [-5.799, 0.210, 0.679], [-4.294, 0.915, 1.266], [-4.888, 1.439, -1.125], [-4.663, -0.262, -1.525], [-2.455, 1.446, -0.279], [-2.730, 1.340, -2.031], [-2.352, -1.140, -1.681], [-0.527, -2.418, -1.111], [0.907, -1.296, 1.063], [3.058, -3.297, 1.374], [3.846, -2.933, -0.174], [3.746, -1.288, -1.620], [3.401, 0.650, -3.071], [2.510, 2.751, -2.146], [0.823, 3.065, 0.847], [2.434, 3.695, 1.181], [1.672, 4.014, -0.382], [2.712, 1.872, 2.614], [1.169, 1.095, 2.263], [2.587, 0.111, 2.677]], "total_charge": 0, "orbital_gap_ev": 9.3, "smiles": "CCCCNC(=O)NNC(=O)COc1cccc(C)c1C"}



Number 1: F_max 2.64 eV/A, molar mass 438.39 u. Number 2: F_max 0.14 eV/A, molar mass 568.92 u. Number 3: F_max 0.74 eV/A, molar mass 780.65 u. Number 4: F_max 7.34 eV/A, molar mass 503.48 u. Number 5: F_max 0.70 eV/A, molar mass 293.37 u.